[1]
19
Properties=species:S:1:pos:R:3:forces:R:3 method="wB97M-V/def2-TZVPD" homo_lumo_gap_ev=8.9 charge=+1 max_force_ha_per_bohr=0.0888 e_homo_ev=-13.67 total_energy_ev=-7897.962
C 0.78523 0.48224 0.31613 4.498 0.162 -0.764
C 1.75256 -0.40650 -0.07310 -1.805 -0.991 -1.593
C -1.16899 -0.82583 0.13352 3.472 -0.536 -1.707
C 3.24540 -0.30701 -0.11671 -0.148 0.739 -0.382
C -2.54898 -1.01459 0.03714 -1.947 1.969 -2.994
C -1.25210 1.62695 0.05090 -2.155 -1.632 -0.028
N -0.57909 0.33820 0.03804 -0.609 -2.266 2.536
H 1.07728 1.50379 0.71701 -0.478 -1.509 -0.517
H 1.43120 -1.36379 -0.57268 -0.175 1.008 0.548
H -0.50700 -1.75326 0.02420 -0.693 1.599 0.797
H 3.70632 -1.13561 0.41514 0.032 0.176 0.361
H 3.38278 0.65663 0.32295 1.273 0.518 0.614
H 3.77094 -0.29248 -1.12887 -1.380 -0.079 0.954
H -3.04918 -0.18943 0.46189 -1.014 0.593 0.879
H -2.91762 -1.91259 0.33781 -0.762 -2.548 1.242
H -2.90010 -0.94266 -1.05144 0.702 -0.131 0.986
H -0.90106 2.17466 0.91022 -0.001 0.497 -0.128
H -2.35689 1.41898 0.09819 1.241 0.827 -0.096
H -0.97069 1.94228 -0.92035 -0.052 1.602 -0.708

***

[2]
17
Properties=species:S:1:pos:R:3:forces:R:3 method="wB97M-V/def2-TZVPD" homo_lumo_gap_ev=11.6 charge=+1 max_force_ha_per_bohr=0.0257 e_homo_ev=-15.12 total_energy_ev=-8857.989
C 0.88267 -1.27355 -0.99824 -0.296 -0.409 1.223
N 0.06343 -0.31544 -1.78875 -0.491 -0.259 -0.003
H 1.27279 -2.09353 -1.59066 0.304 0.387 -0.285
H 1.59699 -0.71473 -0.39788 0.428 -0.080 -0.509
H 0.24274 -1.73444 -0.24074 -0.266 0.177 -0.233
H 0.49532 0.00268 -2.65297 0.210 0.009 -0.029
H -0.17193 0.50361 -1.21225 -0.073 0.445 0.184
H -0.83550 -0.73236 -2.02806 0.008 -0.100 -0.185
H -2.99524 -1.00813 0.49932 0.177 0.358 0.290
H -2.05383 0.23346 0.57888 -0.247 -0.076 0.057
O -2.32038 -0.56945 1.04300 0.132 -0.284 -0.440
H 1.37539 -0.19004 2.79158 0.027 0.117 0.158
H 1.89030 1.27566 2.76577 -0.046 -0.309 0.064
O 1.42991 0.60195 2.24867 -0.014 0.277 -0.415
H -0.97047 2.31781 0.64859 0.428 -0.024 0.128
H 0.47698 1.73675 0.35875 -0.184 0.284 0.819
O -0.37920 1.95974 -0.02500 -0.096 -0.513 -0.821

***

[3]
61
Properties=species:S:1:pos:R:3:forces:R:3 method="wB97M-V/def2-TZVPD" homo_lumo_gap_ev=6.6 max_force_ha_per_bohr=0.0334 e_homo_ev=-6.88 total_energy_ev=-40169.242
C 1.13642 5.26345 -2.52112 -0.009 -0.431 0.186
C 0.12578 4.15365 -2.61366 -0.713 -0.445 -1.496
O -0.34408 3.83604 -3.68291 0.333 0.282 1.184
O -0.32938 3.52867 -1.46034 0.438 0.184 -0.399
C 0.49814 2.47463 -0.98980 0.263 -0.980 0.304
O 0.13229 1.33757 -1.21195 -0.464 0.332 0.318
C 1.69417 2.85223 -0.26164 -0.571 0.627 -0.134
In 3.56483 2.12002 -1.31392 0.485 -0.131 -0.605
C 3.03180 1.56308 -3.43433 0.193 0.246 0.491
C 4.24301 1.78881 -4.36305 -0.294 0.085 0.614
C 4.23208 3.18380 -4.98532 0.274 -0.140 0.022
I 6.02410 4.31660 -4.54244 -0.195 -0.042 -0.241
H 0.60674 6.20180 -2.63057 -0.087 0.235 0.045
H 1.79697 5.14187 -3.36576 0.174 0.095 -0.283
H 1.73254 5.26048 -1.62228 -0.031 0.073 0.244
H 1.63388 2.47993 0.75311 0.244 -0.471 0.132
H 1.74584 3.92907 -0.20805 0.114 0.203 0.239
H 4.66903 3.50724 -1.42166 -0.219 -0.071 0.147
H 4.32739 0.74465 -0.48205 -0.267 0.092 0.038
H 2.72398 0.52189 -3.45179 -0.041 -0.209 -0.001
H 2.17805 2.14004 -3.78194 -0.222 0.048 -0.161
H 4.28944 1.01578 -5.12594 0.024 0.038 -0.380
H 5.15166 1.68780 -3.78298 0.315 -0.171 0.044
H 3.42506 3.79576 -4.61359 -0.130 0.131 0.230
H 4.15584 3.15654 -6.06158 0.116 0.073 -0.254
C -3.25308 -2.87762 4.68207 -0.055 0.042 -0.066
C -4.03163 -2.25850 3.52490 0.075 0.051 0.104
C -3.63754 -2.77755 2.13431 -0.252 0.057 0.092
C -2.15586 -2.91997 1.81125 -0.210 -0.185 -0.005
N -1.36981 -1.68229 1.41628 0.252 0.288 -0.008
C -0.98846 -1.74245 -0.04266 0.157 0.168 -0.284
C -2.24171 -1.32344 -0.78242 -0.167 -0.115 -0.033
C -2.86180 -0.24121 0.10928 -0.208 0.079 -0.062
C -2.15761 -0.38535 1.45907 -0.122 0.249 -0.022
C -0.13621 -1.53095 2.28034 0.221 0.036 -0.008
C 1.01441 -2.48501 1.99666 0.007 -0.372 0.095
C 0.81984 -3.95861 2.35773 -0.029 0.074 -0.088
H -2.19105 -2.62697 4.64402 0.008 -0.029 0.024
H -3.63224 -2.50168 5.63103 -0.006 -0.032 0.024
H -3.34948 -3.96501 4.69044 0.047 -0.010 -0.006
H -3.95633 -1.17142 3.58844 0.005 -0.011 -0.003
H -5.09188 -2.47692 3.66361 -0.018 0.009 -0.051
H -4.16077 -2.21342 1.36042 0.048 0.016 -0.005
H -4.03981 -3.79174 2.05830 0.117 -0.054 -0.050
H -2.04841 -3.61865 0.98489 -0.005 0.031 -0.039
H -1.64884 -3.36848 2.65904 0.055 0.078 0.025
H -0.18950 -1.01231 -0.18590 -0.027 0.041 -0.089
H -0.63629 -2.73842 -0.29561 0.090 -0.006 0.083
H -2.92235 -2.17158 -0.88893 0.010 -0.013 0.008
H -2.01590 -0.95826 -1.78081 0.131 0.018 0.027
H -3.94170 -0.35785 0.18834 0.009 -0.047 0.056
H -2.68174 0.75324 -0.29402 0.132 -0.016 -0.001
H -2.80814 -0.36567 2.32371 0.025 -0.109 0.002
H -1.43124 0.41497 1.57081 0.100 -0.074 -0.008
H -0.47068 -1.59532 3.31644 -0.029 -0.031 0.011
H 0.22852 -0.52005 2.10895 -0.047 0.020 -0.054
H 1.85501 -2.10851 2.58246 -0.041 0.134 -0.005
H 1.32799 -2.40146 0.95600 0.022 0.106 0.007
H 0.43883 -4.07706 3.37441 -0.014 -0.020 0.002
H 1.77514 -4.47769 2.30320 0.018 0.009 0.004
H 0.14474 -4.46818 1.66951 -0.028 -0.031 0.040

***

[4]
103
Properties=species:S:1:pos:R:3:forces:R:3 method="wB97M-V/def2-TZVPD" multiplicity=2 homo_lumo_gap_ev="4.2 / 4.4" charge=-1 max_force_ha_per_bohr=0.0194 e_homo_ev="-3.13 / -3.27" total_energy_ev=-150266.859
Ti -1.00924 0.42149 0.43649 -0.720 -0.662 -0.188
C -3.26925 2.94229 2.74598 -0.035 -0.043 0.007
S -2.67333 1.27659 2.58414 0.499 0.301 -0.139
O -2.92293 0.61463 3.83159 -0.142 -0.008 -0.050
O -3.29137 0.71444 1.37826 -0.111 0.028 -0.017
O -1.21435 1.45386 2.26112 -0.010 0.042 0.246
H -4.35657 2.91528 2.70929 -0.002 -0.006 0.011
H -2.87123 3.53786 1.92792 -0.019 -0.021 -0.031
H -2.93504 3.33246 3.70435 0.045 -0.020 -0.003
C 1.51042 1.54490 -2.47428 0.006 -0.079 -0.011
Ge 1.50469 1.05854 -0.51783 -0.099 0.179 -0.090
C 2.11093 2.84050 0.18618 0.026 -0.045 0.023
C 3.02561 3.63985 -0.49819 0.068 0.024 -0.009
C 3.41046 4.88441 -0.01557 -0.010 0.015 0.008
C 2.88294 5.36038 1.17780 0.009 -0.005 0.003
C 1.97327 4.58054 1.87755 -0.006 0.004 0.005
C 1.59336 3.33905 1.38184 -0.058 -0.002 0.021
C 3.26333 0.05570 -0.47053 0.074 0.000 -0.039
C 3.73903 -0.53534 -1.61857 0.000 0.093 -0.023
C 4.95904 -1.24957 -1.66828 0.041 -0.027 0.018
C 5.74102 -1.34884 -0.55790 -0.011 0.014 -0.026
C 5.32242 -0.74733 0.65649 -0.002 -0.029 -0.026
C 6.12651 -0.82164 1.81902 -0.019 0.011 0.076
C 5.70892 -0.26438 2.99475 0.069 -0.032 -0.024
C 4.45855 0.38019 3.06214 -0.086 0.027 -0.039
C 3.66812 0.46997 1.95045 0.049 0.071 0.044
C 4.07697 -0.06951 0.70648 -0.073 -0.115 -0.042
H 2.51521 1.68220 -2.88146 0.011 0.044 0.023
H 0.96839 2.48730 -2.56951 -0.018 -0.004 -0.011
H 0.99515 0.80419 -3.09143 0.026 -0.012 0.002
H 3.45733 3.28818 -1.43011 -0.016 -0.021 -0.002
H 4.12286 5.48468 -0.57092 0.004 -0.001 0.002
H 3.17889 6.33131 1.55788 -0.001 0.001 -0.001
H 1.55076 4.94015 2.80910 0.002 0.010 -0.002
H 0.86589 2.75075 1.93567 0.009 0.007 -0.015
H 3.19397 -0.41893 -2.55202 -0.038 0.007 0.013
H 5.27096 -1.70372 -2.60230 0.020 -0.001 0.004
H 6.68711 -1.87832 -0.58194 0.000 -0.003 -0.008
H 7.08027 -1.33433 1.75663 0.005 0.000 0.012
H 6.33137 -0.32014 3.87976 0.012 -0.024 -0.008
H 4.11838 0.79913 4.00089 -0.010 0.005 -0.003
H 2.70424 0.95420 2.01453 0.023 0.034 0.003
C 2.49695 -4.10125 -0.27829 0.028 -0.025 0.031
C 1.48326 -2.97730 -0.33091 -0.063 0.061 -0.039
O 1.23696 -2.55926 -1.68385 0.156 -0.048 -0.018
H 2.66048 -4.40818 0.75712 -0.004 -0.004 0.005
H 3.45448 -3.77725 -0.69224 -0.008 0.020 0.009
H 2.15164 -4.96907 -0.84492 -0.012 0.009 -0.009
H 1.81669 -2.12183 0.25672 0.006 0.004 0.005
H 0.52025 -3.26830 0.09058 0.002 -0.050 0.008
H 1.88047 -1.86426 -1.87314 -0.009 -0.021 0.032
C -3.56478 -2.79078 1.56978 0.006 0.053 -0.045
C -2.37576 -2.74290 2.49195 0.003 0.074 0.061
C -2.46762 -3.40505 3.70467 0.037 -0.030 0.023
C -1.44349 -3.36173 4.63996 -0.017 -0.010 0.045
C -0.31838 -2.61531 4.33486 0.032 0.002 -0.102
C -0.19051 -1.92576 3.13555 0.077 -0.182 0.007
C 1.06199 -1.13580 2.90304 0.046 0.064 -0.031
C -1.22116 -1.96809 2.15560 -0.293 -0.125 -0.111
N -1.14754 -1.29641 0.96581 0.390 0.127 0.394
H -4.46241 -3.07372 2.12315 -0.001 0.000 0.008
H -3.44216 -3.52731 0.76528 0.010 -0.004 -0.005
H -3.72930 -1.81110 1.12100 -0.009 0.014 0.011
H -3.37672 -3.95707 3.92716 -0.003 0.003 0.011
H -1.53225 -3.87227 5.59134 -0.006 -0.015 -0.012
H 0.49543 -2.54714 5.05157 -0.004 -0.009 0.012
H 1.95748 -1.73929 3.07806 -0.002 0.007 0.033
H 1.11296 -0.26825 3.56823 -0.015 0.016 -0.017
H 1.09574 -0.76313 1.88030 0.004 -0.013 0.015
C -4.23959 -1.38078 -2.65200 0.011 -0.033 -0.007
C -3.32083 -0.60078 -1.68488 -0.078 -0.043 -0.039
N -1.95092 -1.07300 -1.81287 0.087 0.309 0.006
C -1.40742 -0.73069 -3.11268 -0.003 -0.003 -0.074
C -2.33863 -1.27715 -4.22262 -0.017 -0.028 -0.003
N -3.34059 -2.18093 -3.55331 0.000 -0.012 0.000
C -2.63176 -3.23309 -2.74032 -0.043 0.003 -0.045
C -1.87478 -2.50770 -1.60395 -0.015 0.002 -0.005
H -4.84125 -0.73167 -3.28840 -0.003 0.006 0.012
H -4.88911 -2.09701 -2.14845 0.002 0.016 0.019
H -3.64405 -0.72188 -0.65299 0.002 0.012 0.019
H -3.34423 0.46214 -1.91050 0.006 -0.014 -0.004
H -0.41460 -1.17202 -3.18769 0.007 -0.009 0.007
H -1.31917 0.35034 -3.19158 0.001 -0.012 0.006
H -1.81995 -1.87863 -4.96904 0.016 0.024 -0.002
H -2.90914 -0.49393 -4.72263 0.010 0.011 0.011
H -3.90351 -2.63520 -4.26638 0.007 0.010 0.006
H -1.97223 -3.76342 -3.42815 0.019 0.005 0.024
H -3.40054 -3.91815 -2.38096 0.023 -0.013 0.013
H -0.83068 -2.79523 -1.60536 0.072 -0.010 -0.007
H -2.28335 -2.72129 -0.62404 -0.012 -0.014 0.033
C -3.88743 2.97888 -1.00303 0.023 0.037 -0.049
Si -2.01633 2.55282 -1.25566 0.126 0.102 0.052
C -1.99280 2.71913 -3.19706 -0.084 0.028 0.032
C -1.20545 4.22497 -0.77249 -0.047 0.005 -0.040
H -4.15919 3.82876 -1.64178 -0.028 -0.003 0.012
H -4.10739 3.25427 0.03010 0.028 -0.010 0.012
H -4.56336 2.15062 -1.24252 0.008 -0.006 -0.019
H -2.18558 3.76603 -3.45907 -0.023 -0.007 -0.017
H -2.79387 2.13003 -3.66640 0.014 -0.030 0.005
H -1.04668 2.43469 -3.66395 0.024 0.013 0.010
H -1.81153 5.06792 -1.12717 0.030 0.016 -0.011
H -0.20458 4.31934 -1.20441 0.009 -0.016 0.000
H -1.07522 4.32743 0.30841 -0.032 -0.013 0.010